[1]
The following is a DFT calculation (the ωB97M-V functional and the def2-TZVPD basis) of a structure of composition C22H37EuO2Si.

XYZ file:
```
63
Properties=species:S:1:pos:R:3:forces:R:3
O 2.714383 1.524699 1.594172 2.449 1.368 0.442
C 3.813443 1.433764 0.665248 1.685 -0.141 -1.499
C 4.948709 1.993262 1.483292 -0.734 -0.125 0.347
H 3.740427 2.105098 -0.199997 -0.642 -0.922 -0.096
H 4.103525 0.407020 0.506798 -0.386 -0.043 -0.727
C 3.765787 2.147492 2.450101 0.236 0.615 1.808
H 5.312161 2.890398 0.984231 0.333 0.096 0.720
H 5.722748 1.236831 1.659372 -0.159 0.491 0.397
C 3.500448 3.622512 2.687569 -0.230 0.033 0.261
H 3.564107 4.196424 1.754765 -0.292 -0.222 0.132
H 4.283664 4.023468 3.342405 -0.134 -0.102 0.004
H 2.524060 3.759511 3.165813 0.115 0.137 -0.141
C 3.875194 1.354176 3.738320 -0.273 -0.093 0.477
H 4.113135 0.289548 3.591261 -0.009 0.368 -0.272
H 2.907611 1.382775 4.258279 0.165 0.047 -0.034
H 4.636801 1.776824 4.407481 -0.129 -0.018 -0.191
Eu -1.352766 -0.068630 1.159379 -0.898 -0.524 -1.997
C -2.949787 -2.358373 1.348641 0.282 -0.656 -0.229
C -2.582373 -2.560359 -0.008471 0.144 -0.427 0.638
C -1.186851 -2.821697 -0.057257 -0.267 -0.123 0.400
H -3.272765 -2.659567 -0.845616 0.350 0.430 0.312
C -0.690646 -2.803441 1.270859 -0.011 -0.161 0.282
C -1.785208 -2.519519 2.155585 0.219 -0.139 -0.424
H -1.742502 -2.459160 3.238816 0.005 -0.087 -0.097
H -3.970259 -2.230413 1.712660 0.420 0.110 -0.124
H -0.621926 -3.095297 -0.953342 -0.210 0.293 0.330
H 0.334689 -3.068228 1.566999 -0.498 0.223 -0.060
C -4.159514 0.603034 0.702064 0.390 0.902 0.207
C -3.796287 0.683002 2.074344 0.002 0.593 -0.143
C -2.903313 1.790435 2.220776 -0.302 -0.019 -0.199
H -4.179888 0.057319 2.885186 0.235 0.183 -0.358
C -2.721463 2.378394 0.929747 -0.243 -0.066 0.234
C -3.514353 1.665824 -0.006431 -0.287 -0.374 0.959
H -3.703504 1.935230 -1.046326 0.387 -0.299 0.376
H -4.845412 -0.110538 0.267064 0.148 -0.027 -0.007
H -2.427734 2.116926 3.142360 -0.171 0.046 -0.068
H -2.112462 3.254716 0.719256 -0.125 -0.154 0.023
O 2.402443 0.397178 -0.649836 -1.829 -2.454 0.999
C 2.005919 -0.778432 0.230299 -0.338 0.876 -1.372
C 2.833547 -1.916166 -0.313770 1.083 0.727 -0.253
H 0.954518 -0.985759 0.019277 -0.142 0.063 0.037
H 2.154584 -0.597625 1.295301 0.074 0.426 -0.354
C 2.974713 -1.567805 -1.819482 0.275 -0.315 -0.279
H 2.482970 -2.913107 -0.063654 -0.226 0.017 -0.136
H 3.823021 -1.768729 0.136654 -0.008 -0.458 0.003
C 2.351452 -0.169088 -1.936723 -0.753 -0.132 -0.130
H 2.482386 -2.288378 -2.481959 0.034 0.135 0.148
H 4.043641 -1.528950 -2.101370 -0.472 -0.103 0.096
H 1.273601 -0.210238 -2.175717 0.351 -0.237 -0.582
H 2.879009 0.487075 -2.638846 -0.150 -0.075 0.143
C -4.887272 -0.858200 -2.927363 -0.383 -0.032 -0.635
Si -3.024657 -0.597494 -2.922510 1.619 0.128 3.034
C -2.184234 -2.025830 -3.840806 -0.133 -0.051 -0.706
C -2.581990 1.031360 -3.748957 -0.060 0.270 -0.927
H -5.145895 -1.860661 -2.557798 0.050 0.214 -0.060
H -5.274288 -0.756420 -3.953702 -0.346 -0.053 0.057
H -5.377685 -0.114428 -2.285610 0.074 -0.144 -0.159
H -2.387402 -1.933190 -4.924221 0.217 -0.321 -0.034
H -1.094052 -1.996810 -3.662541 -0.500 -0.029 -0.144
H -2.576052 -2.996780 -3.493549 0.179 0.278 -0.090
H -2.649235 0.925716 -4.848392 0.087 0.377 -0.040
H -3.268247 1.836378 -3.436479 0.251 -0.212 -0.078
H -1.552669 1.312920 -3.463651 -0.521 -0.107 -0.219
```
Positions in Å, forces in eV/Å.

Summary:
Total energy: -2010.6032 hartree
Multiplicity: 8
Net charge: -1
F_max: 0.0669 hartree/bohr
HOMO-LUMO gap (spin up / spin down): 3.124 / 3.196 eV

[2]
The following is a DFT calculation (the ωB97M-V functional and the def2-TZVPD basis) of a structure of composition C22H37F3N4NiO5S2Si.

XYZ file:
```
75
Properties=species:S:1:pos:R:3:forces:R:3
Ni -1.466965 -0.013424 1.082737 0.107 0.263 0.611
C -2.500091 3.810889 3.229955 0.001 0.172 -0.075
C -2.230898 2.747784 2.216525 -0.156 0.568 -0.335
N -2.149173 1.524607 2.520758 0.373 -0.582 0.125
N -2.301144 1.104362 3.792979 -0.058 -0.386 -0.289
C -2.617188 -0.220422 3.969198 -0.147 0.223 -0.336
N -2.509813 -0.645591 5.233706 0.131 -0.252 0.314
S -3.164729 -1.164508 2.716228 0.149 0.099 -0.058
C -2.154070 2.996458 0.744331 0.209 -0.086 0.129
C -2.221182 4.253319 0.178820 -0.016 0.267 -0.057
C -2.220018 4.365665 -1.209397 0.006 0.051 0.060
C -2.166969 3.220977 -1.977335 0.037 0.055 -0.064
C -2.065544 1.996385 -1.328007 0.051 -0.124 -0.006
N -2.042323 1.892585 -0.006716 -0.154 -0.190 -0.052
H -3.363957 3.525486 3.834901 0.005 0.000 0.016
H -2.716416 4.770950 2.771535 0.008 -0.008 0.035
H -1.641846 3.942742 3.895472 -0.016 -0.011 -0.030
H -2.138171 1.715427 4.569645 0.148 0.217 0.230
H -1.923574 -0.131342 5.873828 0.030 -0.016 -0.013
H -2.440849 -1.647625 5.314265 -0.092 -0.109 0.107
H -2.271339 5.141616 0.794871 -0.002 -0.058 -0.051
H -2.258915 5.343448 -1.674035 -0.032 -0.040 0.026
H -2.182776 3.261166 -3.060427 0.022 -0.015 0.113
H -1.989602 1.063643 -1.879816 0.013 0.050 0.105
C 1.700488 2.181234 -0.955813 -0.226 -0.188 -0.102
C 1.727256 1.037385 0.057959 -0.141 -0.093 -0.038
C 1.728846 1.610095 1.468273 0.025 -0.155 0.107
C 2.956169 0.161219 -0.163422 -0.096 -0.147 -0.111
O 0.510786 0.212745 -0.069181 0.334 0.284 -0.523
Si 0.098408 -0.939306 -1.224035 -0.351 -0.059 0.229
S -1.839533 -1.455382 -0.607610 0.348 -0.223 -0.501
O 0.206378 -0.144939 -2.656177 -0.103 0.130 -0.141
C 0.056250 -0.590828 -4.016577 0.030 -0.101 0.142
C -0.550287 0.579349 -4.777962 -0.032 0.121 -0.014
C 1.441566 -0.919329 -4.554350 0.129 -0.060 0.008
C -0.859717 -1.808962 -4.107237 0.018 -0.049 0.120
O 1.140739 -2.182160 -1.365364 0.197 -0.235 0.147
C 1.343284 -3.426682 -0.645714 -0.086 0.158 0.017
C 1.140133 -3.235940 0.851848 -0.035 0.107 -0.008
C 2.774492 -3.836395 -0.942742 0.189 0.022 -0.051
C 0.368676 -4.463932 -1.187316 -0.070 -0.022 -0.071
H 2.650512 2.724081 -0.925224 -0.106 -0.067 0.026
H 0.896214 2.880928 -0.712608 -0.021 0.009 -0.027
H 1.537153 1.798435 -1.965548 0.036 0.043 0.072
H 2.458212 2.422909 1.537603 -0.031 -0.053 -0.049
H 1.974300 0.844576 2.205116 -0.108 0.544 -0.536
H 0.737575 2.005277 1.711076 0.078 0.045 -0.025
H 3.865579 0.734869 0.040629 -0.105 -0.027 -0.025
H 2.995047 -0.209891 -1.196193 0.013 0.074 0.208
H 2.926335 -0.697701 0.512817 0.040 0.112 -0.080
H 0.050662 1.480444 -4.613415 -0.082 -0.105 -0.039
H -1.573919 0.765431 -4.432783 0.126 0.001 -0.045
H -0.578732 0.365780 -5.851180 -0.024 0.035 0.116
H 2.091812 -0.042915 -4.470772 -0.044 -0.088 -0.016
H 1.384909 -1.216098 -5.607131 0.022 0.022 0.120
H 1.880820 -1.737831 -3.974829 -0.049 0.116 -0.076
H -1.838605 -1.582873 -3.675507 0.068 -0.036 -0.060
H -0.431643 -2.655170 -3.556523 -0.068 0.123 -0.120
H -0.989208 -2.100295 -5.154727 0.014 0.019 0.125
H 1.834860 -2.485489 1.245464 -0.090 -0.114 -0.045
H 1.314279 -4.179690 1.377995 -0.007 0.111 -0.057
H 0.119860 -2.908591 1.064008 0.078 -0.042 0.034
H 3.470540 -3.079578 -0.564743 -0.075 -0.119 -0.046
H 2.920498 -3.934213 -2.023070 0.007 -0.005 0.111
H 3.001782 -4.796039 -0.466246 -0.012 0.129 -0.062
H -0.660448 -4.131182 -1.031012 0.075 -0.046 -0.008
H 0.513173 -5.419246 -0.670152 -0.025 0.127 -0.088
H 0.535630 -4.617715 -2.259282 -0.025 0.008 0.121
F 1.856638 -1.208803 5.264944 0.133 0.087 0.022
C 1.570249 -0.611391 4.109039 -0.137 0.009 0.165
F 2.675029 -0.642858 3.340455 0.182 -0.205 0.245
F 1.311259 0.693928 4.384810 0.111 -0.077 0.207
C 0.360480 -1.254378 3.391577 -0.536 0.022 -0.432
O -0.064598 -2.300478 3.859177 -0.102 0.384 -0.310
O -0.002663 -0.536979 2.397634 -0.087 -0.609 0.858
```
Positions in Å, forces in eV/Å.

Summary:
Total energy: -4349.7869 hartree
Multiplicity: 3
Energy above the lowest of the compared OMol25 structures with the same formula, charge and spin: 20.8 kcal per mole
F_max: 0.0205 hartree/bohr
HOMO-LUMO gap (spin up / spin down): 7.215 / 7.130 eV

[3]
The following is a DFT calculation (the ωB97M-V functional and the def2-TZVPD basis) of a structure of composition C22H37F6NNbO7S2.

XYZ file:
```
76
Properties=species:S:1:pos:R:3:forces:R:3
C -6.313984 -2.223099 0.777781 1.105 0.264 1.003
C -5.049884 -1.996186 1.743361 -1.170 -0.403 -0.830
O -3.875164 -1.556365 1.006961 -1.503 -0.046 2.100
C -2.909126 -1.173763 2.025203 1.442 -0.619 0.512
Nb -1.950455 0.899283 1.680234 0.467 -1.060 -3.302
S -2.157134 1.256257 4.163628 0.456 -1.039 0.086
C 0.049210 -0.159036 2.048883 0.609 -0.441 0.966
C 1.288900 0.775409 2.407684 1.103 -0.765 0.646
C 1.313435 1.276858 3.938960 -0.539 0.252 -1.042
S 2.997255 1.919312 4.444158 -0.524 0.604 -0.096
C -4.099953 1.694995 1.487175 -0.188 -1.366 -1.254
O -4.728011 1.697419 2.810400 -1.881 3.221 -0.188
C -5.275953 2.901147 3.173370 -0.497 -1.814 1.909
F -6.047504 3.536446 2.211775 1.738 -0.502 1.411
F -4.317485 3.763410 3.747225 -1.795 -0.857 -1.708
F -6.166563 2.627304 4.237976 1.358 0.641 -1.686
C -0.968776 2.941530 1.523869 0.209 1.257 0.199
C -1.873049 4.180755 1.129721 1.929 0.502 0.002
O -1.146564 5.371792 1.588487 -0.549 -0.047 -0.443
C -2.005884 4.404951 -0.458152 0.125 0.353 0.471
F -2.868492 3.524962 -1.087408 1.255 1.842 0.842
F -2.398572 5.751616 -0.638430 0.113 -2.587 -0.448
F -0.769640 4.305860 -1.122000 -2.012 0.092 1.084
O -1.924858 0.540730 -0.375302 1.094 0.571 2.883
C -0.641758 0.668316 -0.981462 0.212 -0.375 -1.908
C -0.057851 -0.716896 -1.566519 -1.038 0.989 -0.617
N 1.280090 -0.372910 -2.132547 -0.515 -1.728 0.194
C 2.304190 -1.413850 -1.875800 1.930 1.105 -1.060
C 3.659134 -0.636520 -1.420016 -0.738 -0.163 1.299
C 4.622621 -1.550466 -0.520892 -0.163 0.411 -0.491
O 3.224854 0.482617 -0.596630 0.679 -1.090 0.075
H -6.165109 -3.193586 0.221450 -0.373 1.226 0.294
H -7.222665 -2.291570 1.464532 1.051 0.052 -1.099
H -6.375987 -1.309040 0.111923 -0.151 -1.270 0.566
H -5.387017 -1.226104 2.513959 0.764 -0.861 -0.828
H -4.813485 -2.991524 2.243373 -0.224 1.208 -0.261
H -3.292288 -1.198591 3.090196 -0.052 -0.250 -1.249
H -2.072400 -1.965130 1.979858 -0.913 1.019 0.139
H -2.005129 -0.030080 4.686003 -0.119 1.086 -0.657
H 0.365568 -0.833293 1.191696 -0.461 0.755 0.804
H -0.099585 -0.858630 2.948843 0.267 0.800 -1.165
H 1.498382 1.615018 1.673138 -0.500 -0.816 0.964
H 2.220915 0.100896 2.338564 -1.006 0.923 0.090
H 0.585863 2.110416 4.144579 0.653 -1.108 -0.239
H 1.046876 0.389555 4.583408 0.419 1.094 -0.508
H 2.811395 3.302993 4.456239 -0.186 -1.368 -0.144
H -4.667491 0.898715 0.881958 0.719 1.054 0.756
H -4.211988 2.643327 0.888859 -0.035 -0.717 0.956
H -0.051995 2.990243 0.835971 -1.239 -0.267 0.773
H -0.548174 3.180299 2.563405 -0.713 -0.089 -1.369
H -2.868191 4.251235 1.664409 1.103 -0.231 -0.980
H -0.415861 5.566957 0.975031 -0.355 -0.364 0.322
H -0.781401 1.325236 -1.914190 0.275 -0.667 1.213
H 0.167580 1.166066 -0.373413 -0.841 -0.666 -0.349
H -0.039340 -1.544236 -0.799173 0.242 1.047 -0.707
H -0.736331 -1.084330 -2.413858 0.564 0.464 1.282
H 1.205945 -0.189908 -3.143235 -0.029 -0.292 0.865
H 2.031951 -2.136312 -1.051830 0.044 0.783 -0.994
H 2.574410 -1.941383 -2.852005 -0.565 0.237 1.653
H 4.217942 -0.195198 -2.299162 -0.758 -0.472 0.938
H 4.738238 -1.086754 0.517046 -0.207 -0.609 -1.444
H 4.162666 -2.582785 -0.409528 0.862 1.059 -0.175
H 5.648741 -1.558813 -1.001490 -1.107 -0.416 0.694
H 2.899826 0.050780 0.222601 0.089 0.677 -0.545
C 5.093212 -4.096028 -3.914847 0.289 -0.077 0.052
C 6.295786 -4.142918 -4.488327 -0.175 -0.042 0.235
C 6.492194 -3.725875 -5.893446 0.339 -0.009 -0.143
O 7.588224 -3.770242 -6.417958 -0.195 0.002 0.082
C 5.304193 -3.253380 -6.637037 -0.297 0.065 -0.028
C 4.101679 -3.206443 -6.063562 0.174 0.073 -0.249
C 3.905481 -3.623733 -4.658552 -0.332 -0.033 0.137
O 2.809739 -3.579398 -4.133743 0.273 -0.229 -0.309
H 4.930687 -4.397838 -2.887661 -0.046 0.032 -0.004
H 7.175784 -4.485207 -3.958298 0.014 0.017 -0.042
H 5.466582 -2.951340 -7.664021 0.044 -0.013 0.013
H 3.221548 -2.863947 -6.593396 -0.017 -0.007 0.050
```
Positions in Å, forces in eV/Å.

Summary:
Total energy: -2894.2559 hartree
Net charge: -1
F_max: 0.0726 hartree/bohr
HOMO-LUMO gap: 4.356 eV